Run one
Below is a gas-phase ion, C2H3O3S (charge -1), with properties calculated with wB97M-V/def2-TZVPD.

Computed properties:
SMILES string: C=CS(=O)(=O)[O-]
Total charge: -1
HOMO-LUMO gap (eV): 8.697
E_HOMO (eV): -4.6

XYZ file:
```
9
Properties=species:S:1:pos:R:3:mulliken_charge:R:1
H -1.0505 1.0423 0.9805 0.1785
O 1.7528 -1.1170 0.8558 -0.7304
H -0.6777 -1.4171 -0.9413 0.2843
H -2.4638 0.3993 -0.0709 0.2119
S 1.2032 0.0196 -0.0089 1.1241
C -0.4620 -0.5647 -0.2809 -0.3296
C -1.3366 0.3056 0.1310 -0.4029
O 1.2222 1.3529 0.6343 -0.6775
O 1.8124 -0.0208 -1.2996 -0.6584
```



Run two
Below is a gas-phase ion, C2H3O3S (charge -1), with properties calculated with wB97M-V/def2-TZVPD.

Computed properties:
Total charge: -1
HOMO-LUMO gap (eV): 7.035
E_HOMO (eV): -2.9

XYZ file:
```
9
Properties=species:S:1:pos:R:3:mulliken_charge:R:1
C 0.3210 -0.6935 -0.6684 -0.1847
S -2.4031 -0.2058 0.1926 0.3683
C -1.2279 0.9518 -0.0171 -0.2958
O -3.5572 0.4265 -0.4476 -0.6118
H -1.5147 1.7140 -0.6157 0.3598
O -0.6319 -1.6125 -0.3042 -0.7944
H 1.2181 -0.9984 -0.3476 0.2503
H 0.4559 -0.7165 -1.7341 0.2482
O 0.0821 0.6087 -0.1788 -0.3399
```



Most stable: run one



Run one
Below is 2 unconnected molecules or ions with the total composition C3H3N3, with properties calculated with wB97M-V/def2-TZVPD.

Computed properties:
SMILES string: [H]/N=C/C#N.C#N
HOMO-LUMO gap (eV): 11.158
E_HOMO (eV): -10.8

XYZ file:
```
9
Properties=species:S:1:pos:R:3:mulliken_charge:R:1
C -2.5797 -0.1195 -1.5443 -0.0704
N 1.3578 0.2806 -0.0432 -0.5772
N -1.8394 -0.3078 -0.7063 -0.2600
N -0.5133 -0.8504 2.6513 -0.3685
C 0.4066 0.5770 0.7453 0.0485
H 1.4371 0.9142 -0.8087 0.2622
C -0.0916 -0.3312 1.7267 0.2481
H -3.3233 -0.0050 -2.2410 0.3201
H -0.2020 1.4039 0.7782 0.3973
```



Run two
Below is a single C3H3N3 molecule, with properties calculated with wB97M-V/def2-TZVPD.

Computed properties:
HOMO-LUMO gap (alpha / beta) (eV): 8.827 / 7.213
E_HOMO (alpha / beta) (eV): -10.1 / -9.0

XYZ file:
```
9
Properties=species:S:1:pos:R:3:mulliken_charge:R:1
H -0.4348 -1.6316 -1.2067 0.2368
N -0.4365 -1.3957 -0.2420 -0.5553
H 0.3262 0.3244 1.6346 0.3946
H -1.4575 -1.2573 0.0622 0.3155
N 2.1447 -0.2211 -0.4030 -0.4290
N -0.8514 2.5718 -0.3276 -0.3684
C -0.3381 1.5985 0.0348 0.5507
C 0.9338 -0.4961 -0.1297 0.4543
C 0.2444 0.4713 0.5884 -0.5991
```



Run three
Below is 2 unconnected molecules or ions with the total composition C3H3N3, with properties calculated with wB97M-V/def2-TZVPD.

Computed properties:
HOMO-LUMO gap (alpha / beta) (eV): 8.945 / 8.946
E_HOMO (alpha / beta) (eV): -10.4 / -10.4

XYZ file:
```
9
Properties=species:S:1:pos:R:3:mulliken_charge:R:1
C 1.4407 1.4150 0.1798 0.2632
H -0.5297 0.8801 -1.2187 0.2962
H 0.3339 0.2216 1.4577 0.3857
N -0.4251 0.1869 -0.3931 -0.3700
N 3.3309 -1.4391 -0.1235 -0.3695
N 2.1371 2.2448 -0.2516 -0.3246
C 2.3753 -0.8672 0.0524 -0.0136
C 0.5650 0.4409 0.4947 -0.1133
H -1.2205 -0.1174 0.0267 0.2460
```



Most stable: run one



Run one
Below is a single C3H3N3 molecule, with properties calculated with wB97M-V/def2-TZVPD.

Computed properties:
SMILES string: [H]/N=C/C(C#N)=N\[H]
HOMO-LUMO gap (alpha / beta) (eV): 8.896 / 8.949
E_HOMO (alpha / beta) (eV): -10.0 / -11.2

XYZ file:
```
9
Properties=species:S:1:pos:R:3:mulliken_charge:R:1
C -1.0738 -1.4326 0.7324 0.3392
C -0.4203 -0.2817 0.3625 -0.0463
H 1.8353 1.1247 -1.4946 0.2596
H -0.4365 1.8799 0.6662 0.3209
N -1.6084 -2.4123 1.0184 -0.3830
N -1.0613 1.1948 1.0976 -0.4191
C 0.6488 -0.1033 -0.5608 0.1262
N 1.0741 1.0628 -0.8238 -0.5733
H 1.0420 -1.0322 -0.9979 0.3758
```



Run two
Below is a molecular structure, C3H3N3, with properties calculated with wB97M-V/def2-TZVPD.

Computed properties:
HOMO-LUMO gap (eV): 9.886
E_HOMO (eV): -10.0

XYZ file:
```
9
Properties=species:S:1:pos:R:3:mulliken_charge:R:1
N -0.3415 -1.4829 -0.3330 -0.4892
C -0.3028 1.6638 0.0546 0.3788
H -0.3988 -1.7940 -1.2789 0.2559
C 0.4443 0.5829 0.6242 -0.4770
N -0.8834 2.5861 -0.3440 -0.3743
N 1.8547 -0.1793 -0.3043 -0.4552
H 0.3803 0.4163 1.6931 0.3479
C 0.6715 -0.5780 -0.1308 0.5172
H -1.2780 -1.2546 0.0316 0.2959
```



Run three
Below is a single C3H3N3 molecule, with properties calculated with wB97M-V/def2-TZVPD.

Computed properties:
HOMO-LUMO gap (alpha / beta) (eV): 6.901 / 8.266
E_HOMO (alpha / beta) (eV): -7.3 / -8.6

XYZ file:
```
9
Properties=species:S:1:pos:R:3:mulliken_charge:R:1
N -2.1282 -0.8062 0.2253 -0.4745
H -1.5222 0.7426 -0.8916 0.1990
N 1.1321 -1.1831 0.1644 0.3877
C -0.1101 0.8096 0.1817 -0.5737
C 1.1086 0.1278 0.0338 -0.0496
H 2.0599 0.5928 -0.1474 0.3661
H -0.1011 1.8934 0.1496 0.3632
C -1.3652 0.1189 0.0672 0.2263
N 0.9261 -2.2959 0.2170 -0.4445
```



Run four
Below is a single C3H3N3 molecule, with properties calculated with wB97M-V/def2-TZVPD.

Computed properties:
HOMO-LUMO gap (alpha / beta) (eV): 7.014 / 7.012
E_HOMO (alpha / beta) (eV): -7.7 / -7.7

XYZ file:
```
9
Properties=species:S:1:pos:R:3:mulliken_charge:R:1
C 0.9198 -0.3302 0.0425 0.0404
C 0.1874 0.9028 0.0313 0.0248
N -1.0857 0.9296 0.0151 -0.6064
H 2.9058 -0.4781 -0.1428 0.2487
N -1.7157 -0.3246 -0.0168 0.0861
H -2.7255 -0.1769 -0.0178 0.2311
N 1.9943 -0.9102 0.0024 -0.3774
H 0.6720 1.8632 0.0980 0.4274
C -1.1525 -1.4755 -0.0119 -0.0747
```



Most stable: run two